The following is a quantum chemistry calculation of C27H30FN7O2 in the gas phase, from OMol25.

Geometry (Å):
C: -3.4421 -1.2263 0.4190
C: -3.4928 0.1823 -0.0540
N: -4.5562 0.9382 0.1535
N: -4.3013 2.1171 -0.4015
C: -5.2657 3.1763 -0.3459
C: -3.0815 2.1475 -0.9672
C: -2.5092 0.9073 -0.7651
C: -1.1811 0.4020 -1.2260
C: -0.3742 1.4630 -2.0038
O: -0.0230 1.2790 -3.1515
N: -0.0979 2.5495 -1.2751
C: 0.7082 3.6556 -1.7431
C: -0.0996 4.9576 -1.7252
C: -0.4308 5.3933 -0.2995
C: 0.8476 5.5527 0.5177
C: 1.6281 4.2421 0.5402
C: 1.9676 3.7992 -0.8813
N: -0.3568 -0.1347 -0.1212
C: -0.2909 0.5161 1.0537
O: -0.8363 1.5927 1.2477
C: 0.3994 -0.1165 2.2737
N: 1.2658 -1.2372 2.1168
N: 2.5951 -1.0699 2.0279
N: 3.1806 -2.1835 1.9011
C: 2.2480 -3.1771 1.9027
C: 2.3592 -4.5611 1.7785
C: 1.1939 -5.2882 1.8224
C: -0.0566 -4.6771 1.9959
C: -0.1919 -3.3133 2.1162
C: 0.9781 -2.5669 2.0563
C: 0.5266 -1.1680 -0.5410
C: 0.0230 -2.4295 -0.8388
C: 0.8665 -3.4215 -1.2998
C: 2.2093 -3.1306 -1.4635
F: 3.0340 -4.1001 -1.8993
C: 2.7256 -1.8751 -1.1975
C: 1.8725 -0.8869 -0.7436
H: -4.3618 -1.4569 0.9488
H: -3.3400 -1.9069 -0.4264
H: -2.5958 -1.3753 1.0882
H: -6.1548 2.7868 0.1451
H: -5.5231 3.5146 -1.3512
H: -4.8776 4.0215 0.2261
H: -2.7181 3.0177 -1.4738
H: -1.3349 -0.4394 -1.9128
H: -0.4470 2.5904 -0.3243
H: 0.9893 3.4089 -2.7732
H: 0.4907 5.7359 -2.2128
H: -1.0151 4.8230 -2.3052
H: -0.9763 6.3392 -0.3261
H: -1.0743 4.6526 0.1804
H: 0.6009 5.8550 1.5372
H: 1.4663 6.3371 0.0749
H: 2.5506 4.3670 1.1109
H: 1.0315 3.4767 1.0408
H: 2.5034 2.8477 -0.8627
H: 2.6209 4.5406 -1.3454
H: -0.4115 -0.3763 2.9651
H: 0.9837 0.6874 2.7332
H: 3.3235 -5.0242 1.6512
H: 1.2332 -6.3627 1.7272
H: -0.9379 -5.2998 2.0358
H: -1.1566 -2.8492 2.2538
H: -1.0265 -2.6353 -0.6995
H: 0.4982 -4.4092 -1.5248
H: 3.7761 -1.6821 -1.3389
H: 2.2533 0.0993 -0.5261

Forces on the atoms, in the same order (eV/Å):
C -0.1 0.1 0.0
C 0.2 0.4 -0.3
N -0.6 -0.5 0.5
N 0.5 -0.1 -0.2
C -0.3 0.4 0.0
C 0.1 -0.4 0.0
C -0.4 0.2 -0.1
C -0.2 0.3 -0.2
C -0.2 -0.5 0.0
O 0.0 -0.1 -0.3
N 0.1 0.5 0.4
C 0.3 0.1 -0.4
C -0.1 -0.2 0.1
C 0.2 0.3 -0.2
C -0.2 -0.2 0.2
C 0.2 0.2 -0.1
C -0.1 -0.1 0.0
N -0.3 -0.1 -0.3
C 0.2 -0.1 0.4
O 0.1 0.0 0.4
C -0.1 0.6 0.1
N -0.1 -0.9 0.2
N 0.2 1.1 0.2
N 0.8 -0.3 0.0
C -1.3 0.2 0.1
C 0.0 0.1 0.0
C 0.2 -0.2 -0.1
C -0.1 0.1 0.0
C -0.2 0.0 0.1
C 0.8 -0.3 0.1
C 0.5 -0.3 -0.2
C 0.2 0.2 -0.1
C 0.1 0.0 -0.1
C -0.2 0.2 0.0
F 0.0 0.0 0.0
C 0.0 -0.3 -0.1
C -0.3 -0.1 -0.2
H 0.0 -0.1 0.0
H 0.0 -0.1 0.0
H 0.1 -0.1 0.1
H 0.1 0.0 0.0
H 0.0 0.0 0.1
H 0.0 0.0 0.0
H 0.1 0.2 -0.1
H 0.1 0.2 0.1
H 0.0 -0.2 -0.1
H 0.0 0.1 0.2
H 0.0 0.1 0.0
H 0.0 0.0 -0.1
H -0.1 -0.1 0.0
H -0.1 0.0 0.1
H 0.0 0.1 0.0
H 0.0 0.1 0.0
H 0.0 -0.1 0.1
H 0.0 -0.1 0.1
H 0.0 0.0 -0.1
H 0.1 0.0 0.0
H 0.1 0.1 -0.1
H -0.2 -0.2 -0.1
H 0.1 -0.1 0.0
H 0.0 -0.1 0.0
H -0.1 0.0 0.0
H -0.1 0.0 0.0
H -0.1 0.0 0.0
H 0.0 -0.1 0.0
H 0.1 0.0 0.0
H 0.0 0.1 0.0

Calculated values
lowest unoccupied orbital energy: 0.0116 Ha
spin multiplicity: 1
orbital gap: 9.13 eV
HOMO: -8.810 eV
ΔE to the lowest compared entry with this formula, charge and spin: 0.123 eV
charge: 0
largest force on an atom: 1.32 eV/Å

The following is a quantum chemistry calculation of 10 unconnected molecules or ions with the total composition H20O10, from OMol25.

Geometry (Å):
O: 0.1290 1.8485 0.3316
H: -0.5379 1.6190 0.9886
H: 0.9501 1.8881 0.8349
O: 5.1835 1.7339 -0.9344
H: 4.8462 2.5475 -1.3258
H: 5.1759 1.9088 0.0134
O: -3.7129 0.2530 -0.4398
H: -2.8485 0.0069 -0.0916
H: -3.6613 0.0285 -1.3757
O: 3.6080 -1.3583 1.2097
H: 3.6352 -2.3028 1.3998
H: 4.4582 -1.1783 0.7929
O: -0.6829 -3.4514 0.6060
H: -1.5595 -3.1135 0.3905
H: -0.1601 -2.6587 0.7709
O: 2.1429 -0.4118 -1.7369
H: 2.8653 0.2183 -1.6366
H: 1.4429 0.0992 -2.1586
O: -2.3712 -2.1986 -0.8285
H: -3.2786 -2.5222 -0.8570
H: -2.3661 -1.4597 -1.4473
O: -1.4167 -0.2334 -2.0290
H: -0.9736 0.1971 -1.2892
H: -1.4799 0.4571 -2.6985
O: -3.3438 3.3789 1.0982
H: -3.4058 3.0926 0.1800
H: -2.6392 2.8343 1.4667
O: 0.3712 -0.5141 3.0072
H: -0.3884 -1.0862 2.8501
H: 0.0179 0.3772 2.9086

Forces on the atoms, in the same order (eV/Å):
O -0.3 0.0 0.1
H 0.1 0.1 -0.1
H 0.1 -0.2 -0.1
O -0.2 0.1 0.1
H 0.1 -0.1 0.0
H 0.0 -0.1 0.0
O -0.3 0.5 0.1
H -0.3 -0.2 -0.1
H 0.0 0.2 0.2
O 0.2 0.0 0.0
H -0.1 0.1 0.0
H -0.1 0.0 0.0
O 0.4 -0.3 0.9
H 0.4 0.1 -0.3
H 0.1 -0.1 -0.1
O -0.1 0.2 -0.1
H 0.1 -0.1 0.1
H 0.1 -0.1 0.0
O -1.3 -0.4 -0.1
H 0.0 -0.1 0.1
H 0.5 -0.2 -0.2
O 0.4 0.8 -0.6
H 0.3 0.0 0.1
H 0.0 -0.1 -0.1
O 0.2 -0.1 0.0
H -0.1 -0.1 0.1
H -0.2 0.1 0.0
O -0.2 0.2 -0.2
H 0.1 -0.1 0.1
H 0.1 -0.1 0.2

Calculated values
lowest unoccupied orbital energy: -0.0161 Ha
spin multiplicity: 1
orbital gap: 9.91 eV
HOMO: -10.346 eV
ΔE to the lowest compared entry with this formula, charge and spin: 3.886 eV
charge: 0
largest force on an atom: 1.33 eV/Å

The following is a quantum chemistry calculation of a molecular structure, C25H34N2O6S, from OMol25.

Geometry (Å):
C: -2.2922 3.1862 2.9630
H: -3.0580 4.0551 2.6397
H: -2.8030 2.2415 2.5850
H: -2.4636 3.0975 3.9689
C: -0.9771 3.4732 2.3392
N: -0.5600 3.5075 1.0300
C: 0.1552 2.5125 0.3401
C: -0.4835 2.0936 -0.9930
C: 0.1882 1.0644 -1.6883
C: 1.1985 0.4094 -1.0455
C: 1.5786 0.4833 0.3951
C: 0.9128 1.5136 0.9340
H: 1.2330 1.9957 1.8050
H: 2.3552 0.0474 0.8527
C: 1.8170 -0.7850 -1.8474
N: 1.1670 -1.6727 -2.4551
C: -0.1474 -1.8820 -2.0500
O: -0.8970 -2.6312 -2.6857
C: -0.6525 -1.6770 -0.4777
C: -1.5610 -0.9444 -0.2370
C: -2.0219 -0.6115 0.9212
C: -0.9763 -1.1021 2.1212
C: -0.0156 -1.8864 1.8687
C: 0.4378 -2.1795 0.5379
H: 0.8863 -2.9387 0.2152
O: 0.6133 -2.1887 2.9014
C: 1.8393 -2.8921 2.5057
H: 1.4727 -4.0735 2.2755
H: 2.6929 -2.5178 1.9978
H: 2.2764 -3.1441 3.6438
O: -1.4078 -0.6753 3.4031
C: -2.6300 -1.0411 3.8570
H: -2.5080 -0.6358 5.0291
H: -3.3992 -0.5197 3.3349
H: -2.5907 -2.0744 3.9046
O: -3.0720 0.1197 1.5109
C: -4.0072 0.6968 0.2265
H: -3.0471 1.3973 -0.2526
H: -4.3203 -0.1197 -0.2372
H: -4.4968 1.1889 0.8545
H: -2.1654 -0.4570 -1.0732
C: 1.6695 -2.4710 -3.5813
C: 1.6671 -3.8974 -3.4304
H: 1.7294 -4.4071 -4.3697
H: 0.8019 -4.3845 -2.7447
S: 3.1354 -3.7431 -2.5307
O: 3.1132 -3.4123 -1.1786
O: 3.9274 -4.8920 -2.8930
C: 3.7903 -2.5408 -3.4632
C: 2.8354 -2.0734 -4.3126
H: 2.7186 -0.8973 -4.4299
H: 2.7028 -2.4293 -5.2892
H: 4.1019 -1.6970 -2.6745
H: 4.7879 -2.7284 -4.0732
H: 0.6481 -2.0948 -4.3251
H: 2.6929 -1.2954 -0.8824
H: 2.5143 -0.2783 -2.6146
H: 0.0368 0.8930 -2.6639
H: -1.1818 2.6632 -1.3482
C: -1.1963 4.6897 0.5981
C: -1.3209 5.9505 0.9932
H: -1.7108 5.9906 2.0611
H: -0.2616 6.1171 1.2266
H: -1.4698 6.5826 0.3416
H: -0.8948 4.6878 -0.6593
H: -2.4125 4.3515 0.2657
H: -0.2376 2.6163 2.8689
H: -0.4573 4.2659 3.1904

Forces on the atoms, in the same order (eV/Å):
C -4.8 0.8 -5.2
H 1.3 -1.7 0.7
H 0.8 1.0 0.0
H 1.0 0.2 2.7
C 6.4 -3.3 9.1
N 0.1 2.4 1.7
C -5.4 -2.5 -4.7
C 6.8 -1.8 4.4
C 0.3 2.8 4.5
C 1.6 -4.0 1.3
C -4.1 2.6 -6.6
C 0.6 3.7 1.6
H 0.8 -0.5 2.3
H 2.4 -2.1 1.3
C 9.8 7.0 6.2
N -5.6 -5.4 -1.7
C -2.0 -3.6 1.7
O 0.7 1.4 0.0
C 16.9 -9.0 -3.0
C -12.4 8.8 -3.6
C 2.0 0.0 11.9
C -12.1 6.7 -1.7
C 2.5 -1.5 -5.9
C -9.9 7.0 -0.1
H 4.5 -5.9 -2.1
O 6.5 -2.8 3.4
C -1.3 -5.9 6.8
H 1.3 3.4 -0.3
H -0.2 1.0 -1.2
H -0.8 0.8 -2.9
O 4.5 0.7 -2.8
C 0.4 2.1 4.6
H -1.1 -1.1 -2.8
H -0.9 -0.3 0.1
H -1.2 -2.3 0.0
O 0.6 -0.8 -5.6
C 11.4 0.7 -0.3
H -3.5 -2.0 0.7
H -1.6 -3.1 -2.3
H -5.3 4.5 4.2
H 0.9 -0.9 0.5
C -11.1 4.8 -4.5
C -3.0 -1.9 3.9
H 0.5 -0.4 -0.2
H 2.0 1.4 -1.7
S 3.8 -7.4 -1.5
O -1.2 0.9 3.0
O 0.3 -1.1 0.4
C 9.7 3.8 1.3
C -3.8 6.5 -2.2
H 0.8 -2.2 0.1
H 0.5 -0.9 -1.4
H -0.6 -1.6 -1.6
H -1.7 -0.5 1.9
H 2.7 -1.8 1.3
H -2.2 1.4 -2.8
H -0.5 -0.4 1.2
H -0.9 -0.9 -3.4
H -4.0 3.1 -2.4
C -4.3 -8.9 -13.3
C 4.7 -0.4 12.1
H -0.5 0.7 -1.5
H 0.6 1.1 0.4
H -2.7 6.2 -6.2
H -0.4 0.4 3.1
H 2.4 0.3 1.0
H -2.0 1.5 -1.2
H -1.2 -0.9 -2.9

Calculated values
lowest unoccupied orbital energy: 0.0040 Ha
spin multiplicity: 1
orbital gap: 7.38 eV
HOMO: -7.267 eV
ΔE to the lowest compared entry with this formula, charge and spin: 27.567 eV
charge: 0
largest force on an atom: 19.40 eV/Å